Record 1
The following is a quantum chemistry calculation of 11 unconnected molecules or ions with the total composition C76H177N11O17 in a non-equilibrium geometry, from the Open Molecules 2025 dataset.

## Properties
LUMO energy = 0.46 eV
SMILES string = CC1(C)CCCC(C)(C)N1O.CC1(C)CCCC(C)(C)N1O.CC1(C)CCCC(C)(C)N1O.CC1(C)CCCC(C)(C)N1O.COC[C@H](C)N.COCCNCCOC.COCCNCCOC.COCCNCCOC.COCCNCCOC.COCCNCCOC.COCCNCCOC
Largest force on an atom = 5.24 eV/Å
Orbital gap = 8.4 eV
HOMO = -7.9 eV
Net charge = 0

Each line ends with the Mulliken charge.
Geometry (Å):
C1 1.998 2.849 0.709  -1.6166
C2 1.070 1.925 -0.059  2.4475
C3 -0.362 2.451 -0.113  -0.7881
C4 1.652 1.846 -1.524  -1.5598
C5 1.241 0.588 -2.353  0.7718
C6 1.434 -0.722 -1.578  0.2030
C7 0.794 -0.675 -0.153  1.3958
C8 -0.766 -0.845 -0.289  0.9912
C9 1.364 -1.912 0.577  -1.3194
N1 1.203 0.568 0.553  0.6676
O1 0.928 0.493 1.921  1.3667
H1 2.081 3.848 0.283  0.7044
H2 1.812 3.106 1.752  -0.6219
H3 3.020 2.469 0.693  0.1782
H4 -0.796 2.350 -1.107  -0.4513
H5 -0.964 1.956 0.649  -0.4166
H6 -0.407 3.520 0.096  0.8533
H7 1.460 2.756 -2.092  0.2533
H8 2.722 1.697 -1.372  0.2998
H9 0.204 0.635 -2.685  -1.2666
H10 1.940 0.540 -3.188  0.9449
H11 2.489 -0.998 -1.581  -1.0320
H12 1.034 -1.550 -2.163  -0.1856
H13 -1.306 -0.897 0.656  -0.4756
H14 -1.090 -1.770 -0.766  -0.4895
H15 -1.191 0.059 -0.725  -0.2326
H16 0.903 -1.944 1.564  -0.0156
H17 2.437 -1.834 0.748  -0.1063
H18 1.158 -2.831 0.028  -0.3228
H19 1.809 0.488 2.302  -0.6110
C10 -1.709 -4.493 1.063  -1.1804
C11 -1.528 -5.423 -0.165  2.0275
C12 -2.381 -6.668 0.122  -1.9169
C13 -2.166 -4.604 -1.329  -0.7571
C14 -2.001 -5.242 -2.736  1.4300
C15 -0.453 -5.220 -2.999  -1.4499
C16 0.254 -6.105 -1.941  1.7939
C17 0.177 -7.617 -2.303  -2.0199
C18 1.742 -5.713 -2.013  -1.9533
N2 -0.115 -5.763 -0.504  1.1803
O2 0.509 -6.547 0.476  -0.5202
H20 -1.012 -3.678 1.262  -0.1739
H21 -2.708 -4.060 1.012  -0.0696
H22 -1.664 -5.110 1.959  0.4759
H23 -2.091 -7.491 -0.533  0.3379
H24 -2.149 -7.078 1.105  0.5054
H25 -3.438 -6.404 0.093  0.3142
H26 -3.207 -4.308 -1.198  0.7223
H27 -1.782 -3.584 -1.362  -0.9176
H28 -2.584 -6.162 -2.776  0.3253
H29 -2.576 -4.613 -3.415  -1.5658
H30 -0.112 -4.197 -3.157  0.1692
H31 -0.244 -5.630 -3.988  0.6836
H32 0.649 -7.699 -3.282  0.4796
H33 -0.807 -8.079 -2.380  0.2654
H34 0.817 -8.173 -1.618  0.4684
H35 2.241 -6.029 -2.929  0.6125
H36 2.324 -6.181 -1.218  0.4303
H37 1.855 -4.650 -1.798  -0.0649
H38 0.046 -7.388 0.467  0.3200
C19 8.393 3.164 0.859  -2.2573
C20 7.168 3.962 0.245  2.2854
C21 5.816 3.218 0.663  -1.6329
C22 7.166 5.301 0.817  -1.3896
C23 6.406 6.358 0.088  -0.6152
C24 6.793 6.412 -1.428  -1.2911
C25 6.724 4.990 -2.155  1.9790
C26 5.248 4.580 -2.336  -1.0436
C27 7.386 5.151 -3.524  -2.1485
N3 7.353 3.999 -1.232  0.2693
O3 7.482 2.850 -1.866  -0.5020
H39 9.265 3.643 0.414  0.5398
H40 8.519 3.276 1.936  0.3768
H41 8.404 2.098 0.631  0.3545
H42 5.824 2.182 0.324  0.4300
H43 5.754 2.949 1.717  0.7334
H44 4.922 3.707 0.278  -0.1759
H45 6.876 5.293 1.868  0.4658
H46 8.139 5.775 0.944  0.4540
H47 5.347 6.106 0.140  0.2406
H48 6.600 7.339 0.523  0.4202
H49 7.747 6.904 -1.621  0.3822
H50 6.071 7.029 -1.962  0.4352
H51 4.805 5.139 -3.161  0.7164
H52 4.626 4.777 -1.463  0.0767
H53 5.122 3.500 -2.399  -0.3189
H54 7.467 4.178 -4.008  0.3551
H55 8.427 5.423 -3.349  0.5002
H56 6.961 5.930 -4.157  0.3681
H57 6.555 2.604 -1.912  -0.0534
C28 -4.189 -0.894 0.743  -0.7414
C29 -5.648 -1.428 0.811  0.6200
C30 -5.754 -2.831 0.121  -0.6212
C31 -5.983 -1.495 2.355  -0.6775
C32 -7.465 -1.355 2.668  -1.3224
C33 -8.170 -0.126 1.932  -1.2437
C34 -7.889 -0.213 0.450  1.5079
C35 -8.806 -1.330 -0.198  -1.8522
C36 -8.332 1.157 -0.164  -1.8814
N4 -6.472 -0.458 0.099  1.4475
O4 -6.232 -0.335 -1.280  -0.0236
H58 -3.756 -0.982 -0.253  -0.3224
H59 -4.130 0.165 0.992  -0.1815
H60 -3.485 -1.357 1.434  0.8537
H61 -5.140 -2.802 -0.779  -0.4842
H62 -5.328 -3.618 0.745  0.3812
H63 -6.766 -3.050 -0.219  0.2351
H64 -5.687 -2.472 2.736  0.6209
H65 -5.361 -0.811 2.932  -0.0289
H66 -8.093 -2.245 2.637  0.4936
H67 -7.575 -1.188 3.739  0.5978
H68 -7.878 0.801 2.425  0.3742
H69 -9.219 -0.226 2.210  0.4564
H70 -8.771 -1.538 -1.267  0.1887
H71 -9.868 -1.234 0.029  0.4438
H72 -8.599 -2.250 0.350  0.4698
H73 -8.225 1.274 -1.242  0.3187
H74 -7.647 1.910 0.227  0.3576
H75 -9.335 1.529 0.048  0.4332
H76 -5.957 0.584 -1.326  0.1137
C37 -0.019 4.707 4.205  -0.5421
O5 -0.526 3.682 4.958  -0.5430
C38 -1.139 2.611 4.215  0.0660
C39 -1.681 1.457 5.056  0.6557
C40 -2.070 0.216 4.270  0.0200
N5 -2.736 1.875 5.930  -0.7563
H77 0.782 4.343 3.562  0.0338
H78 0.341 5.566 4.772  0.3206
H79 -0.784 5.155 3.571  0.2835
H80 -1.999 3.123 3.783  0.1105
H81 -0.521 2.302 3.372  0.2114
H82 -0.913 1.137 5.760  -0.0135
H83 -2.293 -0.675 4.857  0.5853
H84 -1.231 0.012 3.605  -0.4023
H85 -2.988 0.364 3.699  -0.6093
H86 -2.258 2.553 6.505  0.3330
H87 -3.443 2.319 5.361  0.5650
C41 -0.187 5.947 -3.645  -0.9222
O6 0.256 4.600 -3.659  -0.2218
C42 -0.850 3.671 -3.688  1.0866
C43 -1.602 3.874 -5.032  -1.7190
N6 -2.934 4.529 -4.981  0.3252
C44 -3.403 4.665 -6.338  -1.0894
C45 -4.953 4.940 -6.323  -0.3895
O7 -5.296 6.165 -5.682  -0.3600
C46 -6.674 6.461 -5.719  -0.7537
H88 -0.880 6.158 -4.459  0.2375
H89 0.610 6.691 -3.650  0.2834
H90 -0.783 6.045 -2.738  0.3718
H91 -1.507 3.787 -2.826  -0.0452
H92 -0.397 2.681 -3.655  -0.4152
H93 -1.738 2.954 -5.599  0.5985
H94 -0.858 4.390 -5.639  0.4896
H95 -2.869 5.461 -4.598  0.2517
H96 -3.306 3.787 -6.976  0.4545
H97 -2.949 5.426 -6.973  0.4582
H98 -5.429 4.094 -5.827  0.1026
H99 -5.328 5.018 -7.343  0.5482
H100 -7.030 6.580 -6.743  0.3033
H101 -6.987 7.378 -5.220  0.2824
H102 -7.245 5.756 -5.116  0.2681
C47 2.586 -4.945 2.876  -0.6832
O8 3.787 -4.250 3.051  -0.0358
C48 4.063 -3.928 4.388  -0.8150
C49 5.179 -2.864 4.692  -1.0004
N7 4.803 -1.496 4.532  0.5715
C50 4.589 -1.127 3.113  -0.5742
C51 4.323 0.353 2.892  -0.8090
O9 3.153 0.758 3.653  0.8366
C52 3.325 2.022 4.274  -0.9668
H103 2.695 -5.886 3.415  0.4490
H104 2.372 -5.232 1.846  -0.0493
H105 1.693 -4.437 3.240  0.3042
H106 4.470 -4.793 4.912  0.3876
H107 3.122 -3.576 4.810  0.4609
H108 6.047 -3.059 4.062  0.5051
H109 5.350 -3.017 5.757  0.4996
H110 3.891 -1.503 4.965  -0.1998
H111 3.749 -1.686 2.699  0.1284
H112 5.496 -1.338 2.548  0.3458
H113 4.223 0.567 1.828  0.0991
H114 5.248 0.852 3.180  0.4346
H115 3.615 2.772 3.538  0.2246
H116 4.148 2.029 4.989  0.1455
H117 2.425 2.255 4.842  0.1361
C53 4.135 2.029 -4.260  -0.8906
O10 4.811 1.196 -3.342  0.5147
C54 5.839 0.367 -3.729  -0.5361
C55 5.355 -1.008 -4.301  -1.0767
N8 4.348 -1.566 -3.380  -0.1095
C56 4.997 -2.091 -2.214  -0.1046
C57 4.397 -3.330 -1.634  0.2652
O11 5.219 -3.925 -0.685  -0.5318
C58 5.429 -3.298 0.562  -0.3638
H118 3.182 2.408 -3.890  0.0995
H119 3.850 1.407 -5.109  0.3948
H120 4.717 2.842 -4.694  0.2193
H121 6.424 0.264 -2.815  0.3423
H122 6.535 0.759 -4.470  0.4300
H123 6.113 -1.792 -4.315  0.5598
H124 4.945 -1.020 -5.311  0.3353
H125 3.886 -0.772 -2.960  -0.2578
H126 5.022 -1.312 -1.453  0.1625
H127 6.058 -2.288 -2.362  0.8342
H128 4.186 -4.012 -2.458  0.2644
H129 3.401 -3.233 -1.203  -0.7269
H130 5.886 -4.029 1.229  0.3174
H131 4.484 -3.053 1.046  -0.0192
H132 6.068 -2.417 0.625  0.3188
C59 -5.563 2.084 -3.846  -0.7522
O12 -5.038 1.933 -2.483  0.0620
C60 -4.588 3.166 -1.876  -0.8193
C61 -3.889 2.798 -0.560  0.4839
N9 -4.899 2.485 0.512  -0.0716
C62 -4.243 2.602 1.803  -0.3994
C63 -5.419 2.251 2.722  0.4927
O13 -4.911 2.281 4.098  -0.4715
C64 -6.016 2.095 4.946  -0.7933
H133 -4.755 2.444 -4.483  -0.0777
H134 -6.306 2.882 -3.832  0.3796
H135 -5.991 1.184 -4.286  0.2962
H136 -5.411 3.866 -1.731  0.3965
H137 -3.860 3.667 -2.514  -0.0563
H138 -3.268 3.613 -0.188  0.7956
H139 -3.208 1.958 -0.702  -0.8690
H140 -5.394 1.621 0.343  -0.3662
H141 -3.930 3.628 1.999  1.0044
H142 -3.389 1.941 1.944  -0.2713
H143 -5.912 1.289 2.587  -1.2903
H144 -6.268 2.907 2.530  0.6243
H145 -6.780 2.854 4.781  0.3854
H146 -5.826 2.262 6.006  0.3366
H147 -6.509 1.147 4.731  0.1431
C65 7.538 -0.100 6.000  -0.3736
O14 7.741 0.340 7.315  -0.4777
C66 6.566 1.006 7.897  -0.5911
C67 5.398 0.100 8.404  -0.6452
N10 4.294 0.133 7.415  -0.1348
C68 3.150 -0.711 7.833  -1.2238
C69 1.914 -0.655 6.887  -0.3135
O15 2.153 -1.431 5.731  -0.4012
C70 1.012 -1.514 4.868  0.1410
H148 8.521 -0.248 5.554  0.3818
H149 7.061 0.648 5.366  0.1745
H150 6.898 -0.982 5.973  0.1001
H151 6.234 1.842 7.283  0.2965
H152 6.990 1.435 8.805  0.3413
H153 5.099 0.542 9.354  0.4647
H154 5.602 -0.930 8.696  0.3883
H155 4.624 -0.115 6.494  0.1105
H156 2.897 -0.298 8.809  0.6039
H157 3.505 -1.736 7.945  0.4082
H158 1.709 0.389 6.650  0.0609
H159 1.019 -1.051 7.367  0.4239
H160 1.131 -2.154 3.994  -0.6137
H161 0.761 -0.493 4.583  -0.1319
H162 0.144 -1.954 5.359  0.6549
C71 -2.840 -0.880 -3.003  0.7622
O16 -3.533 -1.348 -4.119  -0.5576
C72 -4.928 -1.743 -3.935  1.0546
C73 -5.351 -2.771 -4.979  -1.3088
N11 -4.699 -4.034 -4.909  -0.0547
C74 -4.796 -4.798 -6.178  -0.7215
C75 -4.005 -6.094 -5.982  -0.3893
O17 -4.568 -7.066 -5.079  -0.3731
C76 -3.661 -8.160 -4.866  -0.5058
H163 -3.401 -0.062 -2.552  -0.1477
H164 -1.835 -0.565 -3.283  0.3783
H165 -2.570 -1.709 -2.348  -0.4596
H166 -5.581 -0.872 -3.881  -0.2396
H167 -5.071 -2.200 -2.955  -0.4970
H168 -5.440 -2.293 -5.955  0.3730
H169 -6.385 -3.021 -4.741  0.4615
H170 -3.740 -3.989 -4.596  -0.0648
H171 -4.399 -4.110 -6.924  0.4202
H172 -5.823 -5.100 -6.381  0.3782
H173 -2.981 -5.823 -5.727  0.2074
H174 -3.832 -6.510 -6.974  0.4742
H175 -4.277 -9.024 -4.619  0.3185
H176 -3.044 -8.006 -3.981  0.0539
H177 -3.017 -8.518 -5.670  0.3259

***

Record 2
The following is a quantum chemistry calculation of 2 unconnected molecules or ions with the total composition C6H9N in a non-equilibrium geometry, from the Open Molecules 2025 dataset.

## Properties
LUMO energy = 0.98 eV
Largest force on an atom = 3.12 eV/Å
Orbital gap = 10.2 eV
HOMO = -9.2 eV
Net charge = 0

Each line ends with the Mulliken charge.
Geometry (Å):
C1 -0.603 0.424 -0.697  0.2728
C2 -0.853 1.640 -0.013  -0.7958
C3 -1.579 -0.346 2.956  -0.2139
C4 -0.948 -0.749 -1.064  -0.5338
C5 0.474 -0.225 -1.415  -0.0894
C6 1.626 -0.867 -0.688  -0.7198
N1 -0.454 -0.416 2.646  -0.0676
H1 -1.831 1.454 0.620  0.1936
H2 -0.814 2.464 -0.759  0.3351
H3 -0.069 1.779 0.779  0.2202
H4 -1.869 -1.405 -0.891  0.3242
H5 0.786 -0.094 -2.494  0.2831
H6 2.635 -0.419 -0.894  0.3269
H7 1.587 -1.992 -0.850  0.2414
H8 1.426 -0.666 0.350  -0.0596
H9 0.486 -0.582 2.414  0.2826

***

Record 3
The following is a quantum chemistry calculation of a molecular structure, C25H32Br2ClIrN6OS2, from the Open Molecules 2025 dataset.

## Properties
LUMO energy (alpha / beta) = -6.60 / -9.04 eV
Spin multiplicity = 5
Largest force on an atom = 0.98 eV/Å
Orbital gap (alpha / beta) = 6.0 / 3.5 eV
HOMO (alpha / beta) = -12.6 / -12.6 eV
⟨S²⟩ = 6.052
Net charge = +2

Each line ends with the Mulliken charge.
Geometry (Å):
Ir1 -3.954 1.231 -1.069  0.8895
C1 -8.267 -0.066 -4.571  -0.8076
S1 -8.167 1.278 -3.372  0.0790
C2 -6.630 0.978 -2.657  0.5861
S2 -6.025 2.233 -1.588  -0.2382
N1 -5.953 -0.099 -2.896  -0.7093
N2 -4.769 -0.201 -2.316  0.2221
C3 -4.015 -1.293 -2.524  -0.1937
C4 -2.746 -1.247 -1.963  0.2917
C5 -1.749 -2.260 -2.026  -0.8749
C6 -0.581 -2.278 -1.333  -0.7122
C7 0.038 -1.280 -0.479  -0.7684
C8 -0.239 0.024 -0.433  0.1585
N3 -2.548 -0.098 -1.243  -0.4068
H1 -9.213 0.069 -5.090  0.3657
H2 -8.241 -1.026 -4.064  0.2840
H3 -7.443 0.022 -5.275  0.2988
H4 -4.417 -2.117 -3.098  0.4856
H5 -1.994 -3.117 -2.641  0.4019
H6 0.020 -3.172 -1.447  0.4855
H7 0.903 -1.628 0.077  0.3821
H8 1.009 1.612 -0.507  0.3793
Br1 -4.423 4.023 0.669  -0.0914
C9 -5.271 2.918 2.006  -0.4755
Br2 -4.751 1.061 1.800  0.0295
H9 -6.344 2.991 1.885  0.4118
H10 -4.948 3.254 2.984  0.3972
C10 3.437 2.353 -0.842  -1.7755
C11 3.509 0.817 -0.927  1.4102
C12 4.968 0.436 -1.244  -1.7141
C13 2.685 0.348 -2.139  -1.5592
C14 3.072 0.108 0.431  2.8498
O1 2.891 -1.294 0.239  -0.6425
C15 4.181 0.341 1.486  -1.7199
C16 3.841 0.174 2.979  -1.4134
C17 3.270 -1.167 3.362  0.5729
C18 1.967 -1.275 3.842  -0.0782
C19 1.438 -2.501 4.209  -0.9435
C20 2.222 -3.642 4.110  0.3289
Cl1 1.578 -5.169 4.566  -0.1969
C21 3.532 -3.552 3.655  -0.8717
C22 4.045 -2.322 3.285  -0.1917
C23 1.749 0.574 1.076  -3.0244
N4 0.594 1.028 0.233  1.2203
C24 -1.349 0.690 -1.182  0.7529
N5 -1.929 1.869 -0.551  -0.5382
C25 -1.335 2.297 0.571  -0.0873
N6 -0.190 1.939 1.061  -0.9688
H11 4.057 2.776 -1.632  0.4916
H12 3.799 2.746 0.108  0.3187
H13 2.434 2.764 -1.011  0.4591
H14 5.224 0.799 -2.239  0.5424
H15 5.117 -0.646 -1.246  0.3862
H16 5.678 0.882 -0.551  0.3774
H17 3.192 0.664 -3.051  0.5617
H18 1.682 0.775 -2.181  0.2045
H19 2.597 -0.737 -2.158  0.3063
H20 3.733 -1.699 0.003  0.6135
H21 4.580 1.349 1.364  0.4435
H22 4.985 -0.357 1.249  0.6312
H23 3.176 0.968 3.323  0.4474
H24 4.789 0.309 3.505  0.5784
H25 1.363 -0.380 3.948  0.4391
H26 0.428 -2.576 4.588  0.4360
H27 4.146 -4.441 3.612  0.4405
H28 5.072 -2.256 2.943  0.4509
H29 1.953 1.433 1.706  0.7531
H30 1.378 -0.233 1.705  0.4637
H31 -1.006 0.945 -2.199  0.0481
H32 -1.841 3.049 1.164  0.3267

***

Respective energy above the lowest of the compared OMol25 structures with the same formula, charge and spin values: 2.8810 4.8037 3.6048 eV.